{"formula": "C2H4O4", "method": "ωB97M-V/def2-TZVPD", "symbols": ["O", "C", "O", "H", "H", "O", "C", "O", "H", "H"], "coordinates": [[-0.701, -0.386, -1.373], [-0.130, -1.413, -1.518], [0.212, -2.367, -0.648], [0.072, -1.749, -2.635], [0.867, -3.005, -0.947], [1.060, 1.374, 1.953], [-0.072, 1.731, 1.803], [-0.637, 2.164, 0.647], [-0.666, 1.846, 2.722], [-0.005, 1.806, -0.005]], "forces_ev_per_a": [[-0.04, 0.25, 1.58], [0.54, -1.67, -4.20], [-0.45, 0.96, 1.49], [0.12, 0.37, 1.75], [-0.12, 0.15, -0.59], [0.28, -0.47, -0.88], [-0.06, 1.07, 0.99], [0.81, -1.12, 0.90], [-0.75, 0.11, -0.64], [-0.34, 0.35, -0.40]], "homo_ev": -10.6, "e_above_lowest_kcal_mol": 24.2, "smiles": "O=CO.O=CO", "gap_ev": 11.09, "e_tot_ha": -379.5599}